Record 1
Molecular formula: C26H25Cl2FeN3O2SSe2SiTe2
Method: DFT, ωB97M-V/def2-TZVPD

Properties
Multiplicity: 6
HOMO-LUMO gap (alpha / beta) in eV: 6.12 / 5.86
Net charge: -1
Energy above the lowest of the compared OMol25 structures with the same formula, charge and spin in kcal per mole: 32.2
LUMO level (alpha / beta) in eV: 1.67 / 1.35

CARTESIAN COORDINATES (ANGSTROEM)
Fe (-1.12258, 1.34934, 1.33648)
Se (-2.87464, -0.47952, 4.28985)
Te (-3.18182, -0.30590, 1.75560)
Te (-5.56001, -1.02698, 2.84107)
Se (-1.90290, 0.82453, -1.05753)
C (1.21654, 1.97566, -2.10704)
Si (-0.60141, 2.11031, -2.50569)
C (-1.14405, 3.89923, -2.41961)
C (-0.92469, 1.48801, -4.24710)
C (-2.23456, 1.33459, -4.70903)
C (-2.49691, 0.96014, -6.01801)
C (-1.44739, 0.72997, -6.89973)
C (-0.13971, 0.86591, -6.45836)
C (0.11338, 1.24035, -5.14396)
H (1.82691, 2.59030, -2.77641)
H (1.55888, 0.94107, -2.17157)
H (1.37371, 2.32007, -1.08397)
H (-0.62076, 4.50513, -3.16556)
H (-0.93849, 4.31074, -1.42937)
H (-2.21624, 3.97681, -2.60647)
H (-3.05943, 1.49491, -4.02261)
H (-3.52061, 0.83962, -6.35163)
H (-1.64979, 0.43977, -7.92352)
H (0.68416, 0.67676, -7.13626)
H (1.14192, 1.33236, -4.81221)
Cl (4.47606, -3.91207, 2.17015)
C (2.86048, -4.54945, 2.13326)
C (2.67789, -5.87847, 2.47609)
C (1.39890, -6.40347, 2.53602)
C (0.30990, -5.59366, 2.25598)
C (0.50684, -4.27264, 1.89840)
Cl (-0.86463, -3.28107, 1.54050)
C (1.78852, -3.70590, 1.81491)
N (1.95849, -2.36200, 1.50759)
C (2.72102, -1.91394, 0.42063)
C (3.09787, -2.77322, -0.60938)
C (3.84854, -2.31247, -1.67751)
C (4.23042, -0.98328, -1.73958)
C (3.84940, -0.12447, -0.71891)
C (3.09888, -0.56211, 0.36305)
C (2.74725, 0.40663, 1.46736)
C (1.29502, 0.83559, 1.44804)
O (0.38784, -0.04095, 1.65095)
O (0.97458, 2.02185, 1.22828)
H (3.54285, -6.48017, 2.71770)
H (1.24982, -7.43831, 2.81302)
H (-0.69971, -5.97761, 2.29777)
H (1.17938, -1.74587, 1.73424)
H (2.78043, -3.80784, -0.57564)
H (4.12055, -2.99665, -2.47158)
H (4.81387, -0.61402, -2.57286)
H (4.14302, 0.91835, -0.75476)
H (3.35309, 1.30502, 1.36874)
H (2.94811, -0.05118, 2.44029)
S (-2.21090, 3.64528, 1.68572)
C (-2.97404, 3.49395, 3.20510)
N (-4.07276, 2.67332, 3.28783)
C (-4.61900, 2.29626, 4.45048)
C (-4.20119, 2.92262, 5.59802)
C (-3.20504, 3.87860, 5.44609)
N (-2.58395, 4.13636, 4.30581)
H (-4.35356, 2.21608, 2.42385)
H (-5.36768, 1.51621, 4.39613)
H (-4.61112, 2.66118, 6.55987)
H (-2.87498, 4.46036, 6.30096)

natural (NBO) atomic charge list, values in e, 6 entries: 1.3311, -0.5291, -0.0095, -0.2512, -0.9211, -1.1601



Record 2
Molecular formula: C26H12CrF4N7OSe2Te2
Method: DFT, ωB97M-V/def2-TZVPD

Properties
Multiplicity: 5
HOMO-LUMO gap (alpha / beta) in eV: 4.32 / 2.59
Net charge: -1
Energy above the lowest of the compared OMol25 structures with the same formula, charge and spin in kcal per mole: 0.0
LUMO level (alpha / beta) in eV: 0.45 / -1.28

CARTESIAN COORDINATES (ANGSTROEM)
Cr (-1.09729, -1.59026, -1.07381)
C (-0.34010, -0.06699, 2.87514)
C (-0.25155, -0.55198, 1.47339)
N (-1.10848, -1.31692, 0.91059)
N (-2.05157, -2.04251, 1.60982)
C (-2.32042, -3.08173, 0.85595)
O (-1.78988, -3.29410, -0.30640)
C (-3.29156, -4.08545, 1.35895)
C (-4.06969, -3.82484, 2.48377)
C (-5.00338, -4.75491, 2.90971)
C (-5.16576, -5.94827, 2.21639)
C (-4.38842, -6.21170, 1.09756)
C (-3.45406, -5.28100, 0.66732)
C (0.91449, -0.27871, 0.59634)
C (1.84605, 0.70506, 0.85641)
C (2.91424, 0.86645, -0.01930)
C (3.02324, 0.01500, -1.10199)
C (2.04241, -0.94668, -1.29877)
N (1.00550, -1.09440, -0.47982)
H (-1.00271, -0.71236, 3.44577)
H (-0.76639, 0.94173, 2.85932)
H (0.63929, -0.02086, 3.34853)
H (-3.93772, -2.88672, 3.00512)
H (-5.61014, -4.54808, 3.78183)
H (-5.90128, -6.67051, 2.54760)
H (-4.51310, -7.14070, 0.55605)
H (-2.83976, -5.46726, -0.20295)
H (1.71436, 1.36168, 1.70508)
H (3.63757, 1.65560, 0.13723)
H (3.83043, 0.11198, -1.81395)
H (2.07771, -1.60466, -2.15781)
Se (-3.47780, -0.94240, -1.45695)
Te (-4.34975, -3.00238, -2.48194)
Te (-2.49377, -3.31923, -4.38868)
Se (-0.43008, -2.66793, -3.28130)
F (0.50128, 5.02118, 0.61198)
C (1.35121, 4.46663, -0.27346)
C (2.58309, 5.06696, -0.43442)
F (2.81422, 6.16150, 0.31124)
C (3.58712, 4.58668, -1.29385)
C (3.18057, 3.43286, -1.98387)
C (1.94619, 2.84392, -1.82020)
F (1.68853, 1.74251, -2.56506)
C (0.96788, 3.31472, -0.95135)
C (-0.30805, 2.61576, -0.74167)
C (-0.54807, 1.37305, -1.25113)
N (-0.81718, 0.29280, -1.61308)
C (-1.26692, 2.96713, 0.24637)
N (-2.09372, 3.16005, 1.03089)
F (4.01382, 2.83402, -2.85644)
C (4.87878, 5.19591, -1.44401)
C (5.89151, 4.64977, -2.26935)
N (6.75483, 4.24463, -2.92487)
C (5.25821, 6.38104, -0.76767)
N (5.62607, 7.34490, -0.24422)

natural (NBO) atomic charge list, values in e, 6 entries: 0.9899, -0.6888, 0.3169, -0.2890, -0.4062, 0.5624



Record 3
Molecular formula: C11H20AgCl10O3
Method: DFT, ωB97M-V/def2-TZVPD

Properties
Multiplicity: 2
HOMO-LUMO gap (alpha / beta) in eV: 7.26 / 6.50
Energy above the lowest of the compared OMol25 structures with the same formula, charge and spin in kcal per mole: 4.0
LUMO level (alpha / beta) in eV: -2.75 / -3.50

CARTESIAN COORDINATES (ANGSTROEM)
Ag (-1.79290, 0.81284, 3.61350)
C (-0.43308, 0.87598, 1.30414)
O (-1.19700, -0.12091, 1.63084)
O (-0.60068, 1.59903, 0.30356)
O (0.03539, 1.42217, 2.36460)
Cl (-3.32815, 0.21514, -3.33401)
C (-4.13618, -0.50662, -1.92136)
C (-3.76664, 0.24473, -0.65981)
Cl (-4.61552, 1.81641, -0.47461)
H (-3.74646, -1.51404, -1.78539)
H (-5.20022, -0.47692, -2.13505)
H (-2.70733, 0.48837, -0.68565)
H (-3.99784, -0.33371, 0.23179)
Cl (-1.38175, -5.80411, -0.70148)
C (-1.49847, -4.23540, 0.14838)
C (-1.17899, -3.08569, -0.78340)
Cl (0.44027, -3.15905, -1.48068)
H (-0.86881, -4.23284, 1.02947)
H (-2.55670, -4.19486, 0.40059)
H (-1.24566, -2.11148, -0.29647)
H (-1.91011, -3.09053, -1.59246)
Cl (3.35552, -2.39695, 0.56637)
C (2.01853, -1.51013, 1.32691)
C (1.86490, -1.92918, 2.79795)
Cl (0.82272, -3.37053, 2.97888)
H (1.08436, -1.73649, 0.82053)
H (2.22291, -0.44229, 1.28665)
H (1.26176, -1.19962, 3.33357)
H (2.81042, -2.15728, 3.27756)
Cl (4.33234, 2.33108, -0.41137)
C (3.26391, 2.27957, 1.02764)
C (3.14423, 3.64920, 1.67664)
Cl (1.84519, 4.59765, 0.94454)
H (3.71770, 1.53173, 1.67802)
H (2.29733, 1.85254, 0.76428)
H (4.00816, 4.28336, 1.50097)
H (2.98082, 3.53085, 2.74618)
Cl (1.06626, 0.26964, -3.73448)
C (0.10455, 1.41773, -2.78744)
C (0.96205, 2.61488, -2.36364)
Cl (1.21993, 3.65014, -3.78301)
H (-0.30754, 0.85277, -1.95598)
H (-0.73009, 1.78662, -3.37823)
H (1.90725, 2.32871, -1.90911)
H (0.43361, 3.15750, -1.57994)

natural (NBO) atomic charge list, values in e, 6 entries: 0.9591, 0.8976, -0.7075, -0.5392, -0.6033, -0.0523



Record 4
Molecular formula: C3H3ClO5
Method: DFT, ωB97M-V/def2-TZVPD

Properties
HOMO-LUMO gap in eV: 8.19
Energy above the lowest of the compared OMol25 structures with the same formula, charge and spin in kcal per mole: 54.5
LUMO level in eV: -1.65

CARTESIAN COORDINATES (ANGSTROEM)
C (-2.39714, -0.91097, -0.00365)
C (-0.29321, 0.44869, 0.27683)
C (0.55213, -0.68166, -0.34810)
O (-3.54332, -0.68702, 0.16624)
O (-1.57175, 0.46225, -0.10308)
O (-1.64811, -1.86357, -0.11402)
O (-0.07494, 0.43800, 1.65414)
O (0.72562, -0.69717, -1.61869)
Cl (1.43231, -1.69462, 0.63615)
H (0.17920, 1.36560, -0.14149)
H (-0.93156, 0.35344, 2.09701)
H (1.27616, -1.42698, -1.96634)

natural (NBO) atomic charge list, values in e, 6 entries: 0.9731, 0.2986, 0.5432, -0.6170, -0.6113, -0.7115



Record 5
Molecular formula: C23H31BrN3O10S2
Method: DFT, ωB97M-V/def2-TZVPD

Properties
HOMO-LUMO gap in eV: 7.99
Net charge: -1
LUMO level in eV: 1.12

CARTESIAN COORDINATES (ANGSTROEM)
C (-0.55704, 3.23147, 1.91968)
C (-1.58625, 3.97732, 1.10195)
O (-2.67169, 4.26760, 1.53021)
O (-1.25282, 4.38921, -0.14454)
C (-0.03704, 3.92581, -0.75024)
C (0.03706, 4.44401, -2.19179)
C (0.25397, 3.32766, -3.22512)
C (1.72307, 2.93464, -3.39118)
C (2.26787, 2.37036, -2.08560)
C (3.59421, 1.62873, -2.16220)
S (3.43224, -0.13631, -2.37726)
O (4.70352, -0.59138, -2.87588)
O (2.27027, -0.32859, -3.22506)
N (3.24780, -0.79425, -0.93104)
S (2.05602, -0.51227, 0.05183)
O (1.91438, 0.88316, 0.44668)
O (2.16627, -1.43909, 1.16326)
C (0.52421, -0.95640, -0.76953)
C (0.24478, -2.45188, -0.62722)
C (-0.72323, -2.79109, 0.49020)
Br (-0.45655, -3.14222, -2.34174)
H (0.02881, 2.50143, 1.36414)
H (0.13633, 3.94967, 2.36086)
H (-1.08067, 2.72597, 2.72556)
H (-0.01295, 2.83724, -0.73425)
H (0.81683, 4.26885, -0.16252)
H (-0.88959, 4.97946, -2.39918)
H (0.85065, 5.16941, -2.26817)
H (-0.29441, 2.44100, -2.89022)
H (-0.17023, 3.60898, -4.19047)
H (1.80188, 2.19553, -4.19091)
H (2.30542, 3.81206, -3.69458)
H (2.40110, 3.19377, -1.37842)
H (1.51160, 1.72678, -1.64649)
H (4.16033, 1.75793, -1.24084)
H (4.21152, 1.98596, -2.98718)
H (0.55243, -0.65128, -1.81193)
H (-0.25299, -0.38055, -0.26230)
H (1.17728, -2.98796, -0.48770)
H (-1.53248, -2.06238, 0.54471)
H (-1.17112, -3.77115, 0.34396)
H (-0.16772, -2.78259, 1.42851)
C (1.74415, 0.41347, 3.91050)
C (1.10988, 0.35485, 5.14503)
C (1.45554, 1.24280, 6.15163)
C (2.43807, 2.18114, 5.89104)
C (3.08415, 2.25985, 4.66898)
C (2.72917, 1.36370, 3.67357)
N (2.80381, 3.13422, 6.95125)
O (2.24072, 3.03589, 8.02497)
O (3.64870, 3.97091, 6.69848)
H (1.47987, -0.27178, 3.11410)
H (0.34071, -0.38427, 5.32497)
H (0.97609, 1.21416, 7.11826)
H (3.84582, 3.00731, 4.50607)
H (3.20634, 1.39915, 2.70352)
C (-4.83594, -6.83638, -3.78754)
C (-5.61780, -7.10881, -2.67250)
C (-5.56209, -6.27582, -1.56723)
C (-4.71916, -5.17970, -1.60462)
C (-3.92516, -4.89005, -2.69740)
C (-3.99303, -5.73420, -3.79638)
N (-4.68208, -4.28268, -0.43270)
O (-5.36724, -4.58177, 0.52691)
O (-3.98459, -3.29501, -0.50474)
H (-4.88221, -7.48671, -4.65132)
H (-6.27292, -7.96939, -2.66224)
H (-6.16052, -6.46508, -0.68929)
H (-3.25631, -4.04324, -2.71046)
H (-3.37703, -5.52715, -4.66086)

natural (NBO) atomic charge list, values in e, 6 entries: -0.7570, 0.8018, -0.5863, -0.5183, -0.0643, -0.4349



> Number 5 is which compound?

C23H31BrN3O10S2